ORCA calculation (ωB97M-V/def2-TZVPD) on a molecular structure, C19H19Cl2N2O3S2Sr in a non-equilibrium geometry.

Summary:
**Charge**: -1
**HOMO level**: -0.117 hartree

The geometry in XYZ format:
```
48
Properties=species:S:1:pos:R:3:forces:R:3
Sr -1.7267 -0.6967 -0.4812 -1.9 2.0 -0.6
S -4.0944 -2.1268 -0.4091 -0.6 0.1 0.0
C -5.3881 -0.9013 -0.4760 -0.1 0.0 0.0
C -6.7085 -1.3930 -0.4543 0.1 0.0 0.0
C -7.8257 -0.5751 -0.5005 0.1 0.0 0.0
C -7.6508 0.8025 -0.5717 0.0 -0.1 0.0
C -6.3654 1.3130 -0.5949 0.2 0.0 0.0
C -5.2127 0.5061 -0.5499 -0.1 0.0 0.0
S -3.6563 1.3741 -0.5953 -0.3 0.1 0.0
H -6.8300 -2.4690 -0.3986 0.0 0.0 0.0
H -8.8195 -1.0100 -0.4806 0.0 0.0 0.0
H -8.5041 1.4722 -0.6091 0.0 0.0 0.0
H -6.2141 2.3853 -0.6512 0.0 0.0 0.0
Cl 4.8819 -4.2171 0.5146 -0.1 0.1 0.0
C 3.3433 -3.3860 0.6087 0.1 0.0 0.2
C 2.9994 -2.7137 1.7925 0.1 0.0 0.0
C 1.8052 -2.0590 1.8849 -0.1 0.0 0.0
Cl 1.4169 -1.1902 3.3404 0.0 -0.1 -0.1
C 0.8355 -2.0375 0.8189 -0.1 0.0 0.2
O -0.2854 -1.4658 0.9634 1.8 -1.0 1.3
C 1.2599 -2.6975 -0.3843 -0.1 0.0 -0.1
C 0.4888 -2.6713 -1.6136 0.0 0.0 0.2
O -0.6071 -2.1587 -1.8135 1.1 -1.1 -0.8
C 2.4938 -3.3689 -0.4552 0.0 0.0 -0.1
H 3.6831 -2.7080 2.6313 0.0 0.0 0.0
H 0.9880 -3.1735 -2.4598 0.0 -0.1 0.0
H 2.7739 -3.8579 -1.3816 0.0 0.0 0.0
C -0.0401 2.4752 0.5356 0.1 0.1 -0.1
N 1.3919 2.2439 0.4150 0.0 -0.1 0.0
C 2.3001 3.2847 0.8529 0.0 0.0 0.0
C 3.6080 2.6575 1.2848 0.0 -0.1 0.1
C 4.1806 1.8818 0.1198 -0.1 -0.1 -0.1
N 3.1800 1.0007 -0.4558 0.1 0.0 0.0
C 3.6703 -0.0037 -1.3776 0.0 0.0 0.1
C 1.8233 1.1936 -0.3503 0.0 0.0 0.1
O 1.0334 0.4276 -0.9004 -0.3 0.1 -0.1
H -0.2211 3.0704 1.4285 0.0 0.0 0.0
H -0.5583 1.5340 0.6577 0.0 -0.1 0.1
H -0.4639 2.9919 -0.3282 0.0 0.0 0.0
H 1.8336 3.8119 1.6832 0.0 0.0 0.0
H 2.4779 4.0204 0.0573 0.0 0.0 0.0
H 3.4136 1.9767 2.1171 0.0 0.0 0.0
H 4.3160 3.4192 1.6143 0.0 0.0 0.0
H 5.0219 1.2679 0.4479 0.0 0.0 0.0
H 4.5634 2.5721 -0.6438 0.0 0.0 0.0
H 4.4595 -0.5881 -0.8996 0.0 0.0 0.0
H 4.0729 0.4540 -2.2876 0.0 0.0 0.0
H 2.8560 -0.6679 -1.6453 0.0 0.0 0.0
```
Forces are in eV/Å.